# 1
62
Properties=species:S:1:pos:R:3:forces:R:3:lowdin_charge:R:1 method="wB97M-V/def2-TZVPD" e_homo_ev="-6.99 / -9.00" e_lumo_ev="0.06 / -0.03" spin_multiplicity=4 orbital_gap_ev="7.0 / 9.0"
V 0.13398 0.21890 0.04880 -0.020 0.322 0.004 0.613
O -0.91907 -3.46871 -1.56646 0.008 0.019 -0.009 0.096
C -0.54472 -2.35249 -1.27453 0.002 -0.091 0.043 -0.438
N -0.26365 -1.82019 -0.04983 -0.052 0.191 -0.034 0.039
C -0.54600 -2.46048 1.12067 0.050 -0.094 0.046 -0.428
O -0.97864 -3.57716 1.31307 0.008 0.014 -0.030 0.096
C -0.23385 -1.58153 2.33217 0.028 -0.122 0.106 -0.171
C -0.34719 -2.12525 3.60225 0.020 0.025 -0.013 0.013
C -0.02440 -1.34233 4.69624 -0.004 -0.001 0.007 -0.042
C 0.39417 -0.03532 4.49021 0.001 0.000 -0.003 -0.046
C 0.46555 0.43922 3.19393 -0.025 0.038 0.000 -0.111
N 0.16318 -0.31583 2.13611 -0.166 -0.044 -0.079 0.022
C -0.30816 -1.34385 -2.39824 0.082 -0.110 -0.137 -0.177
C -0.42051 -1.76658 -3.71353 -0.031 0.042 0.008 0.012
C -0.16710 -0.86296 -4.73040 -0.002 -0.007 -0.007 -0.042
C 0.18716 0.43846 -4.40417 0.000 -0.001 0.008 -0.046
C 0.27421 0.78489 -3.06845 -0.033 0.036 -0.007 -0.105
N 0.03942 -0.08708 -2.08607 -0.122 -0.072 0.109 0.023
H -0.68242 -3.14859 3.68996 0.004 -0.004 -0.005 0.122
H -0.09874 -1.74262 5.69893 0.001 0.001 0.000 0.111
H 0.65270 0.61156 5.31669 0.000 0.002 -0.002 0.107
H 0.76434 1.45864 2.97721 -0.001 -0.002 0.002 0.118
H -0.70322 -2.79323 -3.89650 0.001 -0.003 0.005 0.123
H -0.24462 -1.16681 -5.76619 0.000 0.001 -0.001 0.111
H 0.38911 1.17665 -5.16744 -0.001 0.003 0.002 0.107
H 0.53043 1.79081 -2.75583 0.001 -0.002 -0.001 0.118
C 3.64210 -1.59461 1.94592 -0.010 0.021 -0.002 -0.156
C 3.76753 -0.12728 1.54775 -0.040 0.008 -0.030 -0.412
As 2.73365 0.33892 -0.05419 0.256 -0.050 0.005 1.205
C 3.71132 -0.60204 -1.47170 -0.014 0.001 0.034 -0.407
C 3.27143 -2.04768 -1.67995 0.006 0.020 -0.008 -0.150
C 3.43465 2.14142 -0.36921 -0.016 -0.025 0.026 -0.418
C 3.02956 3.12324 0.72552 -0.009 -0.012 -0.016 -0.168
H 4.07894 -1.76844 2.93048 0.004 -0.003 -0.001 0.072
H 4.15764 -2.24507 1.23993 -0.005 -0.005 0.002 0.056
H 2.59701 -1.90894 1.98498 0.005 -0.006 0.004 0.055
H 4.80968 0.15368 1.37857 0.001 -0.004 -0.012 0.072
H 3.38575 0.51157 2.34688 -0.003 0.005 -0.006 0.049
H 4.77898 -0.53273 -1.24988 -0.001 -0.005 0.010 0.070
H 3.53604 -0.01928 -2.37973 -0.005 0.004 0.001 0.062
H 3.46230 -2.66394 -0.80238 -0.010 -0.004 -0.001 0.056
H 3.80173 -2.49626 -2.52157 0.002 -0.001 0.001 0.074
H 2.20397 -2.10745 -1.88972 -0.003 -0.007 -0.003 0.046
H 3.04067 2.46320 -1.33566 -0.002 0.000 0.000 0.063
H 4.52084 2.07052 -0.46466 0.000 -0.003 -0.002 0.069
H 1.94324 3.18992 0.79864 0.002 0.002 0.009 0.043
H 3.41648 4.12128 0.51374 -0.004 0.003 0.001 0.070
H 3.42674 2.82106 1.69667 -0.002 0.004 0.002 0.058
O -0.22403 2.35458 0.09826 0.053 -0.085 0.038 -0.105
C -1.47213 2.11732 0.04004 -0.030 0.033 0.058 -0.596
O -1.90097 0.93420 0.08441 0.072 -0.024 -0.139 -0.040
C -2.42823 3.25415 -0.10274 0.008 -0.004 0.010 -0.138
C -2.16092 4.47302 0.50884 0.057 0.036 -0.077 -0.024
C -3.05426 5.52449 0.37535 -0.002 0.002 -0.006 -0.081
C -4.20248 5.36600 -0.38946 0.002 0.004 0.001 -0.090
C -4.46412 4.15178 -1.00958 -0.003 -0.006 0.001 -0.079
C -3.58387 3.09144 -0.85689 -0.064 -0.038 0.086 -0.019
H -1.24954 4.58726 1.08130 -0.001 -0.006 -0.002 0.115
H -2.85398 6.47004 0.86256 0.001 0.000 0.000 0.101
H -4.89530 6.19025 -0.50112 -0.001 0.000 0.001 0.100
H -5.35914 4.02929 -1.60567 0.000 0.001 0.000 0.102
H -3.78553 2.12889 -1.30872 0.009 0.003 -0.001 0.118

# 2
61
Properties=species:S:1:pos:R:3:forces:R:3:lowdin_charge:R:1 method="wB97M-V/def2-TZVPD" e_homo_ev="-11.16 / -11.65" total_charge=+1 e_lumo_ev="-5.08 / -4.75" spin_multiplicity=3 orbital_gap_ev="6.1 / 6.9"
O 0.07839 -0.28931 -5.88963 0.023 0.560 -2.174 -0.130
C 0.05163 0.94222 -6.72287 -0.227 1.238 0.710 -0.149
C 0.26128 0.26149 -8.05556 -0.036 -0.374 0.756 -0.073
H 0.86000 1.63927 -6.48297 -0.215 -0.168 0.388 0.114
H -0.92948 1.43296 -6.62987 0.313 -0.058 0.101 0.129
C 0.23974 -0.99834 -7.16269 -0.033 -0.968 -1.519 -0.584
H 1.22692 0.43114 -8.54690 -0.398 0.145 0.131 0.124
H -0.58982 0.35433 -8.73491 0.350 -0.088 -0.019 0.118
C 1.53930 -1.76749 -7.25484 -0.153 -0.263 0.178 -0.019
H 2.37120 -1.19604 -6.83359 -0.088 -0.038 -0.067 0.091
H 1.75147 -1.97500 -8.31442 -0.028 -0.040 0.363 0.100
H 1.42952 -2.71482 -6.72013 0.274 -0.026 -0.006 0.084
C -0.95847 -1.85424 -7.53924 0.240 -0.242 0.355 -0.022
H -1.87428 -1.25554 -7.52786 0.089 -0.134 -0.035 0.091
H -1.05797 -2.68570 -6.83527 -0.139 -0.029 -0.098 0.082
H -0.78926 -2.25942 -8.55182 -0.173 0.138 0.402 0.103
Mo 0.06698 -0.23214 -0.77993 -2.526 3.161 4.577 1.480
C -2.01689 -0.55322 0.56117 -0.852 0.852 -0.280 -0.178
C -1.95740 0.73716 1.14083 0.074 -1.682 -0.072 -0.100
C -2.01962 1.70707 0.11906 0.176 -0.310 -1.887 -0.041
H -2.00157 0.93560 2.20709 0.397 -0.016 -0.241 0.112
C -2.13771 1.04265 -1.13633 -0.670 -0.389 0.521 -0.153
C -2.19350 -0.38989 -0.87524 0.671 0.598 -0.175 -0.238
H -2.49094 -1.16167 -1.58431 -0.156 0.357 0.285 0.120
H -2.14280 -1.48953 1.09075 0.241 0.218 0.008 0.112
H -2.10876 2.77911 0.27038 0.369 -0.198 -0.071 0.128
H -2.38113 1.49615 -2.09870 0.314 -0.086 0.415 0.118
C 0.88572 -2.07877 0.26613 0.307 -0.645 -1.336 -0.155
C -0.15794 -2.49451 -0.62944 1.224 -0.075 -0.314 -0.139
C 0.20940 -2.10454 -1.96392 0.750 -0.382 0.438 -0.149
H -1.01598 -3.09650 -0.35216 -0.017 0.417 -0.045 0.134
C 1.50012 -1.46522 -1.89418 0.235 -0.807 0.370 -0.176
C 1.89949 -1.42203 -0.50682 0.019 -1.417 -0.703 -0.161
H 2.84265 -1.07242 -0.10865 -0.192 0.190 -0.139 0.135
H 0.98165 -2.36303 1.30116 -0.282 0.479 0.059 0.090
H -0.36506 -2.29700 -2.86497 0.155 0.168 0.155 0.134
H 2.10365 -1.18089 -2.74378 -0.153 0.201 0.136 0.112
O 2.28704 2.12616 -4.66888 -1.287 -0.175 0.501 -0.140
C 1.61580 1.10685 -3.89409 0.790 0.017 0.254 -0.251
C 0.16357 1.54725 -3.63999 0.250 -0.078 -0.891 -0.220
H 2.11961 1.00055 -2.91384 0.061 0.052 -0.604 0.039
H 1.71632 0.16205 -4.44470 -0.203 0.390 0.131 0.103
C 0.17723 3.06290 -3.90937 -0.237 0.002 -0.293 -0.167
H -0.16536 1.33103 -2.61962 0.066 -0.006 -0.063 -0.004
H -0.51725 1.03639 -4.32599 0.113 0.060 0.319 0.094
C 1.59826 3.36631 -4.43118 0.121 0.205 0.010 -0.189
H -0.05273 3.65158 -3.01821 0.060 -0.052 -0.075 0.088
H -0.58414 3.31071 -4.66533 0.299 -0.045 0.257 0.112
H 2.16633 3.93790 -3.67938 -0.125 0.016 -0.332 0.110
H 1.53689 3.92750 -5.37955 0.326 -0.196 0.428 0.126
Cl 0.20990 -0.61250 3.09070 0.060 -0.246 0.266 0.737
C 1.04965 0.75254 2.45869 0.549 1.053 0.367 -0.683
C 1.09516 0.99784 1.09260 -0.744 -1.090 -1.571 -0.222
C 1.64339 2.16727 0.62726 0.641 0.933 0.950 -0.675
Cl 1.61580 2.47258 -1.08280 0.068 0.099 0.521 0.823
C 2.20679 3.13194 1.49197 -0.277 -0.887 0.277 -0.699
Cl 2.89839 4.56680 0.87177 -0.017 0.023 0.032 0.724
C 2.20788 2.86252 2.88033 -0.347 -0.547 -0.624 -0.701
Cl 2.91436 3.98134 3.95251 0.055 0.120 0.130 0.729
C 1.61662 1.67642 3.37876 -0.130 0.103 -1.043 -0.693
Cl 1.54406 1.40408 5.06806 0.027 -0.039 -0.117 0.717

# 3
61
Properties=species:S:1:pos:R:3:forces:R:3:lowdin_charge:R:1 method="wB97M-V/def2-TZVPD" e_homo_ev="-8.02 / -8.01" e_lumo_ev="0.29 / 0.29" spin_multiplicity=4 orbital_gap_ev="8.3 / 8.3"
O 0.94862 0.18926 -5.71238 0.988 0.249 -3.861 -0.152
C 0.81042 1.33881 -6.65560 0.280 0.802 0.835 -0.120
C 0.70874 0.49384 -7.91195 0.142 -0.098 0.674 -0.073
H 1.71498 1.95903 -6.60170 -0.352 0.011 0.103 0.130
H -0.09565 1.94914 -6.45773 0.560 -0.398 0.126 0.111
C 0.79421 -0.66834 -6.91384 0.282 -0.905 -0.347 -0.553
H 1.56338 0.56929 -8.58106 -0.077 0.016 -0.013 0.116
H -0.23069 0.56624 -8.46140 0.136 0.002 0.069 0.117
C 2.04399 -1.51766 -7.06819 -0.193 -0.254 0.165 -0.012
H 2.92938 -0.92456 -6.81404 -0.165 -0.107 -0.110 0.095
H 2.14433 -1.89487 -8.09210 -0.064 0.016 0.150 0.092
H 1.97777 -2.37274 -6.38408 0.217 0.121 -0.103 0.085
C -0.49282 -1.47502 -6.85801 0.141 -0.246 0.325 -0.010
H -1.32091 -0.85249 -6.49674 0.111 -0.120 -0.152 0.090
H -0.35336 -2.31429 -6.16506 -0.241 0.101 -0.095 0.087
H -0.75643 -1.87129 -7.84952 0.157 0.095 0.274 0.098
Er 0.30212 -0.10460 -1.12090 -1.053 2.478 0.190 1.426
C -1.63309 -0.43871 0.43899 -0.487 0.787 0.088 -0.231
C -1.58832 0.99401 0.36246 -0.673 -0.752 -0.295 -0.191
C -2.10516 1.38563 -0.90091 0.070 -0.684 0.358 -0.155
H -1.30182 1.68199 1.14449 0.078 -0.198 -0.100 0.104
C -2.52947 0.20729 -1.58115 0.441 -0.230 0.634 -0.185
C -2.19386 -0.91857 -0.77899 -0.471 0.516 -0.083 -0.201
H -2.43537 -1.95290 -1.02154 0.116 0.327 0.107 0.106
H -1.38008 -1.03457 1.30855 0.069 0.127 -0.194 0.108
H -2.23821 2.41145 -1.22657 0.025 -0.157 0.022 0.102
H -3.08276 0.17344 -2.51353 0.275 -0.057 0.074 0.104
C 1.41639 -1.83792 0.24600 0.426 -0.831 -0.573 -0.196
C 0.52019 -2.51982 -0.62738 0.859 -0.372 -0.043 -0.207
C 0.98491 -2.33848 -1.97186 0.290 -0.202 0.469 -0.200
H -0.33954 -3.11610 -0.31639 0.301 0.369 -0.170 0.114
C 2.18460 -1.55672 -1.91718 0.240 -0.560 0.483 -0.189
C 2.45485 -1.25805 -0.54953 -0.288 -0.954 -0.373 -0.190
H 3.32358 -0.73903 -0.16109 -0.275 0.104 -0.135 0.117
H 1.34912 -1.78293 1.33095 -0.064 0.024 -0.394 0.114
H 0.56164 -2.80103 -2.86431 0.060 0.282 0.291 0.107
H 2.82803 -1.30806 -2.76222 -0.350 0.054 0.266 0.115
O 0.61309 1.31228 -3.37542 -0.549 -0.194 1.120 -0.205
C -0.64375 0.83282 -3.90647 -0.055 -1.054 -1.199 -0.240
C -1.57788 1.98655 -4.12220 -0.117 -0.122 0.467 -0.144
H -1.02485 -0.05758 -3.36154 0.203 0.789 0.203 0.099
H -0.42198 0.42933 -4.90187 -0.429 0.140 1.206 0.060
C -0.64014 3.19194 -4.09804 0.141 0.568 -0.761 -0.142
H -2.36715 1.98864 -3.37912 -0.088 0.461 -0.008 0.080
H -2.00715 1.85515 -5.11447 -0.349 0.217 0.102 0.115
C 0.65737 2.76860 -3.43785 -0.127 -0.772 0.564 -0.144
H -1.04662 4.05725 -3.58710 -0.198 0.117 -0.035 0.116
H -0.41210 3.47347 -5.13011 -0.199 0.236 0.163 0.098
H 0.68401 3.14942 -2.40980 0.364 -0.060 -0.246 0.112
H 1.57054 3.03536 -3.99260 -0.378 0.049 0.291 0.134
F 0.25835 0.13047 2.93879 0.286 0.451 -0.228 0.053
C 1.01924 1.07726 2.30976 0.495 0.650 -0.039 -0.230
C 1.20118 1.04373 0.94151 0.317 0.055 -0.916 -0.087
C 2.01196 2.01032 0.38896 0.014 0.277 1.210 -0.228
F 2.27715 1.94469 -0.98052 -0.280 0.076 0.529 0.000
C 2.58234 3.05060 1.13088 0.012 -0.259 -0.736 -0.138
F 3.31910 4.00764 0.52436 -0.175 -0.238 0.405 0.091
C 2.36634 3.07466 2.50541 0.089 0.233 0.060 -0.133
F 2.90288 4.06018 3.25860 -0.220 -0.440 -0.337 0.098
C 1.59384 2.08296 3.10349 -0.466 -0.681 0.057 -0.130
F 1.39163 2.09350 4.43949 0.196 0.145 -0.532 0.095

# 4
61
Properties=species:S:1:pos:R:3:forces:R:3:lowdin_charge:R:1 method="wB97M-V/def2-TZVPD" e_homo_ev="-11.80 / -11.85" total_charge=+1 e_lumo_ev="-5.86 / -6.01" orbital_gap_ev="5.9 / 5.8"
O 0.21558 -0.08811 -4.35978 -0.217 0.861 -1.907 -0.129
C 0.17250 1.09394 -5.20680 0.289 1.597 -0.034 -0.179
C 0.09163 0.35956 -6.53381 -0.517 -0.284 0.982 -0.072
H 1.10803 1.67423 -5.11736 -0.519 0.012 0.292 0.133
H -0.72302 1.73835 -5.06411 0.609 -0.377 0.308 0.120
C 0.12937 -0.86506 -5.59833 0.227 -1.315 -0.736 -0.568
H 0.97668 0.44971 -7.14725 -0.014 0.025 -0.246 0.110
H -0.82892 0.53015 -7.09221 0.150 -0.119 0.000 0.120
C 1.43130 -1.60739 -5.86377 0.022 -0.219 0.406 -0.020
H 2.27451 -0.92185 -5.66985 -0.289 -0.257 -0.384 0.100
H 1.43056 -1.97995 -6.90162 0.166 0.190 0.385 0.102
H 1.56349 -2.45356 -5.18662 -0.069 -0.078 -0.010 0.082
C -1.10656 -1.75082 -5.56020 0.132 -0.065 0.069 -0.012
H -1.96261 -1.18122 -5.16492 0.199 -0.135 -0.372 0.090
H -0.93262 -2.58773 -4.86693 -0.064 0.120 -0.247 0.085
H -1.32657 -2.14808 -6.56616 -0.008 0.124 0.461 0.098
Pb -0.05095 0.05766 1.79844 0.399 0.020 0.554 1.610
C -2.40764 -0.88673 3.77865 -0.075 -1.877 -1.955 -0.103
C -2.50565 0.52302 3.91640 -0.914 1.758 -0.811 -0.080
C -2.89216 1.07672 2.66031 0.443 -0.214 -0.076 -0.110
H -2.35832 1.09072 4.84187 -0.170 -0.344 -0.482 0.129
C -2.92431 -0.00657 1.71173 -0.756 1.426 0.631 -0.165
C -2.62105 -1.22380 2.41374 0.534 -0.467 2.111 -0.163
H -2.62608 -2.23217 1.98968 -0.051 0.505 0.199 0.116
H -2.28342 -1.59989 4.59271 0.200 0.316 -0.312 0.122
H -3.20051 2.12156 2.47497 0.467 -0.828 0.073 0.122
H -3.24308 0.06778 0.66995 0.140 -0.045 0.431 0.107
C 1.04287 -2.46057 4.14580 -2.767 -1.538 -0.392 -0.060
C 0.07988 -2.97569 3.22882 0.728 0.456 2.020 -0.123
C 0.59307 -2.82251 1.91473 0.614 -0.015 0.196 -0.144
H -0.86543 -3.44387 3.50020 0.386 0.142 -0.112 0.108
C 1.87897 -2.18710 2.01908 0.617 0.854 0.683 -0.172
C 2.14152 -1.96440 3.40283 0.969 0.257 -2.429 -0.070
H 3.04772 -1.51966 3.82113 -0.371 -0.191 -0.232 0.129
H 0.95993 -2.49704 5.23313 0.018 0.110 -0.446 0.124
H 0.12573 -3.19115 1.00200 0.177 0.142 0.208 0.120
H 2.56554 -1.98244 1.19439 -0.289 -0.112 0.338 0.113
O 1.01930 0.40692 -1.47592 -1.833 0.336 0.623 -0.169
C -0.22925 -0.35377 -1.68268 0.079 -0.065 -0.073 -0.209
C -1.38397 0.68138 -1.78682 -0.299 -0.419 1.103 -0.163
H -0.39265 -1.09021 -0.86782 0.161 0.464 -0.028 0.064
H -0.11162 -0.93790 -2.59661 0.003 0.285 0.340 0.095
C -0.67342 1.98595 -2.10364 0.409 -0.414 -0.823 -0.153
H -1.90921 0.74933 -0.77853 0.532 0.051 -1.147 0.079
H -2.14700 0.47419 -2.54791 0.280 -0.351 0.250 0.120
C 0.64142 1.80205 -1.31590 0.116 0.202 -0.377 -0.194
H -1.30501 2.84717 -1.88420 0.374 0.117 0.366 0.120
H -0.51034 2.00006 -3.21124 0.245 0.140 1.258 0.083
H 0.47996 2.09112 -0.24022 0.122 -0.314 -0.537 0.076
H 1.49183 2.39065 -1.68897 -0.339 -0.117 0.158 0.131
F -0.20867 -0.04264 5.44838 0.719 0.546 -0.309 0.031
C 0.69590 0.90423 5.03234 -0.040 0.055 0.612 -0.232
C 0.94887 1.10622 3.68592 -0.076 -0.020 0.002 -0.178
C 1.83403 2.13107 3.38957 0.097 0.440 0.075 -0.238
F 2.06462 2.46535 2.07578 -0.141 -0.435 0.834 0.034
C 2.45104 2.92014 4.37132 -0.006 0.219 -0.641 -0.127
F 3.24182 3.93712 3.99891 -0.291 -0.495 0.305 0.129
C 2.16853 2.69935 5.71776 -0.095 0.079 0.322 -0.107
F 2.67635 3.49685 6.67220 -0.301 -0.655 -0.769 0.139
C 1.28329 1.67168 6.05037 -0.588 -0.312 0.071 -0.118
F 0.90418 1.45766 7.32704 0.476 0.224 -0.780 0.119

The records above yield E values of -125570.1218; -94931.0248; -71679.6500; -49295.3928 eV, respectively.
The records above yield energy relative to the best compared isomer or geometry (same formula, charge and spin) values of 0.0; 242.9; 0.0; 0.0 kJ/mol, respectively.